{"formula": "C9H9F3N2O3S2", "method": "wB97M-V/def2-TZVPD", "relative_energy_kcal_mol": 0.0, "energy_ev": -48423.1949, "molar_mass_g_mol": 314.3, "homo_ha": -0.36051, "fmax_ev_per_a": 0.37, "charge": 0, "orbital_gap_ev": 8.753, "elements": ["O", "S", "O", "C", "C", "C", "C", "N", "S", "N", "C", "C", "C", "F", "F", "F", "H", "H", "H", "C", "C", "O", "H", "H", "H", "H", "H", "H"], "coordinates": [[-1.2288, 1.0086, 2.6749], [0.1522, 1.3752, 2.6294], [0.5471, 2.7122, 2.9518], [0.7808, 0.9759, 1.0272], [0.3139, 1.8938, 0.0250], [0.6492, 1.7337, -1.2721], [1.4896, 0.6515, -1.6360], [1.9385, 0.3478, -2.8535], [2.8381, -0.9654, -2.6832], [2.7235, -1.2242, -1.1112], [1.9421, -0.2551, -0.6311], [1.5699, -0.0873, 0.7252], [1.0123, 0.2944, 3.9156], [1.1518, 1.0395, 5.0033], [2.2195, -0.1324, 3.5382], [0.2505, -0.7567, 4.1940], [-0.3119, 2.7198, 0.3304], [0.2858, 2.4230, -2.0200], [1.9077, -0.8058, 1.4473], [-2.9285, -1.7633, -2.3356], [-1.6427, -1.1438, -1.8237], [-1.7326, -0.7004, -0.4760], [-3.7519, -1.0525, -2.2597], [-2.8231, -2.0679, -3.3773], [-3.1942, -2.6441, -1.7466], [-1.3792, -0.2626, -2.4080], [-0.8226, -1.8677, -1.9164], [-1.9570, -1.4463, 0.0881]]}

***

{"formula": "C7H11NO8PS", "method": "wB97M-V/def2-TZVPD", "energy_ev": -45436.1646, "molar_mass_g_mol": 300.2, "homo_ha": -0.15498, "fmax_ev_per_a": 1.89, "charge": -1, "orbital_gap_ev": 6.056, "elements": ["O", "C", "O", "C", "C", "C", "C", "P", "O", "O", "S", "N", "C", "O", "H", "H", "H", "H", "H", "H", "H", "H", "H", "H", "C", "O", "O", "O", "H"], "coordinates": [[-3.7315, -0.5437, -2.7669], [-2.6973, 0.0509, -2.5352], [-2.7464, 1.3033, -2.0374], [-1.3485, -0.5754, -2.7488], [-0.8926, -1.4805, -1.5678], [-1.2826, -1.0784, -0.1651], [-0.3979, 0.1258, 0.0465], [-0.2428, 0.7168, 1.7439], [-1.7022, 1.2616, 2.1284], [0.6667, 2.0215, 1.6542], [0.4564, -0.5938, 2.9337], [0.8782, -0.1599, -0.6226], [0.6328, -1.2760, -1.4593], [1.4796, -1.9495, -2.0000], [-1.8916, 1.7287, -2.1252], [-0.5952, 0.1692, -2.9638], [-1.4301, -1.1977, -3.6175], [-1.0105, -2.5076, -1.8564], [-0.9714, -1.9081, 0.4566], [-2.3309, -0.9525, 0.0625], [-0.8448, 0.9138, -0.5536], [-2.3779, 0.8109, 1.6210], [0.9895, 2.1154, 0.7540], [1.5821, -0.4744, 0.0560], [4.3249, 0.4894, 2.9728], [3.7006, 0.3236, 1.8892], [3.5704, 1.1976, 3.9506], [5.4586, 0.1435, 3.3038], [2.7542, 1.3258, 3.4463]]}

***

{"formula": "C3H4FO3Sc", "method": "wB97M-V/def2-TZVPD", "relative_energy_kcal_mol": 1.7, "energy_ev": -32728.9615, "molar_mass_g_mol": 152.0, "homo_ha": [-0.24870, -0.24696], "fmax_ev_per_a": 2.09, "charge": 0, "orbital_gap_ev": [4.334, 2.615], "elements": ["C", "C", "H", "H", "F", "H", "Sc", "O", "C", "O", "O", "H"], "coordinates": [[1.1160, -0.2425, 0.8752], [1.2506, -0.0561, -0.4537], [0.9774, 0.6497, 1.4893], [0.7872, -1.2099, 1.2605], [1.3545, -1.1377, -1.2702], [1.7238, 0.8189, -0.9105], [5.0210, -0.1931, 0.8275], [-2.7384, 0.8695, 0.3803], [-2.1948, 0.2387, -0.7159], [-2.7102, -0.8305, -1.0754], [-1.1369, 0.7792, -1.1240], [-3.4503, 0.3137, 0.7170]]}

***

{"formula": "C34H42Cl3O3ReSe", "method": "wB97M-V/def2-TZVPD", "relative_energy_kcal_mol": 12.6, "energy_ev": -147120.4965, "molar_mass_g_mol": 870.2, "homo_ha": [-0.41975, -0.41990], "fmax_ev_per_a": 0.92, "charge": 1, "spin_multiplicity": 2, "s_squared": 0.756, "orbital_gap_ev": [6.881, 7.109], "elements": ["Re", "C", "C", "C", "C", "C", "C", "C", "Se", "C", "C", "C", "C", "C", "C", "O", "C", "C", "C", "C", "C", "C", "C", "C", "C", "O", "C", "C", "C", "C", "C", "C", "H", "H", "H", "H", "H", "H", "H", "H", "H", "H", "H", "H", "H", "H", "H", "H", "H", "H", "H", "H", "H", "H", "H", "H", "H", "H", "H", "H", "H", "H", "H", "H", "H", "H", "H", "H", "H", "H", "H", "H", "Cl", "C", "C", "C", "Cl", "C", "O", "C", "Cl", "C", "H", "H"], "coordinates": [[-0.1628, -2.1249, -1.6470], [-4.8409, 3.4589, 1.1658], [-3.5700, 3.4715, 0.3181], [-2.4295, 4.0666, 1.1552], [-3.8128, 4.3504, -0.9166], [-3.1688, 2.0701, -0.1400], [-2.0137, 1.9117, -0.9114], [-1.6367, 0.6453, -1.2980], [-0.1895, 0.3016, -2.5130], [1.4464, 0.6092, -1.5573], [1.9349, 1.8690, -1.2920], [3.2014, 1.9981, -0.7142], [3.9380, 0.8402, -0.4845], [3.4893, -0.4555, -0.7709], [2.2125, -0.5251, -1.3036], [1.6133, -1.7533, -1.5943], [4.3407, -1.6989, -0.5042], [4.5690, -2.4548, -1.8210], [3.6418, -2.6098, 0.5177], [5.7087, -1.3242, 0.0680], [3.7273, 3.3934, -0.3813], [3.8146, 4.2160, -1.6741], [5.1115, 3.3501, 0.2638], [2.7548, 4.0717, 0.5934], [-2.4059, -0.4659, -0.9647], [-1.9098, -1.7065, -1.3778], [-3.5798, -0.3649, -0.2363], [-3.9172, 0.9353, 0.1596], [-4.4406, -1.5814, 0.1128], [-4.9092, -2.2594, -1.1827], [-5.6815, -1.1769, 0.9102], [-3.6384, -2.5728, 0.9704], [-5.0785, 4.4776, 1.4727], [-4.7215, 2.8621, 2.0719], [-5.6987, 3.0777, 0.6092], [-2.6952, 5.0727, 1.4828], [-1.5019, 4.1411, 0.5857], [-2.2343, 3.4606, 2.0415], [-4.1227, 5.3488, -0.6055], [-4.5976, 3.9323, -1.5485], [-2.9120, 4.4588, -1.5224], [-1.4227, 2.7673, -1.2089], [1.3418, 2.7412, -1.5316], [4.9207, 0.9414, -0.0549], [3.6457, -2.8513, -2.2399], [5.2401, -3.2964, -1.6426], [5.0356, -1.8081, -2.5658], [2.7127, -3.0287, 0.1351], [3.4240, -2.0685, 1.4406], [4.3006, -3.4440, 0.7636], [6.2789, -0.6852, -0.6081], [6.2854, -2.2366, 0.2196], [5.6271, -0.8241, 1.0347], [4.4784, 3.7413, -2.3980], [4.2063, 5.2099, -1.4547], [2.8376, 4.3423, -2.1426], [5.8575, 2.9085, -0.3991], [5.1077, 2.7932, 1.2026], [5.4355, 4.3668, 0.4864], [1.7561, 4.1755, 0.1667], [3.1118, 5.0730, 0.8383], [2.6691, 3.5046, 1.5218], [-4.8162, 1.0601, 0.7398], [-5.4714, -1.5620, -1.8057], [-5.5678, -3.0939, -0.9371], [-4.0808, -2.6529, -1.7695], [-6.3193, -0.4841, 0.3593], [-5.4240, -0.7254, 1.8700], [-6.2711, -2.0702, 1.1162], [-2.8163, -3.0291, 0.4216], [-4.2986, -3.3770, 1.2991], [-3.2335, -2.0846, 1.8592], [0.1062, -6.1812, 4.3600], [0.0392, -5.5076, 2.7694], [0.0416, -4.1315, 2.6181], [-0.0126, -3.6223, 1.3349], [-0.0111, -1.8785, 1.1459], [-0.0692, -4.4262, 0.2017], [-0.1265, -3.9544, -1.0679], [-0.0696, -5.8093, 0.4001], [-0.1375, -6.8559, -0.9660], [-0.0152, -6.3517, 1.6717], [0.0845, -3.4768, 3.4757], [-0.0155, -7.4237, 1.8024]]}

***

{"formula": "C5H9NO3", "method": "wB97M-V/def2-TZVPD", "relative_energy_kcal_mol": 95.6, "energy_ev": -12960.5611, "molar_mass_g_mol": 131.1, "homo_ha": [-0.30284, -0.30287], "fmax_ev_per_a": 1.74, "charge": 0, "orbital_gap_ev": [7.447, 7.449], "elements": ["C", "C", "C", "C", "C", "N", "O", "O", "O", "H", "H", "H", "H", "H", "H", "H", "H", "H"], "coordinates": [[0.7794, 0.0415, -0.3451], [1.1000, -1.2481, -0.9957], [1.8347, 0.8796, 0.2742], [-0.5031, 0.6651, -0.6591], [-1.5309, -0.1978, 0.2709], [-2.4870, 0.5960, 0.9359], [-0.3343, -0.5197, 1.3207], [-0.8004, 1.6172, -1.3318], [-1.9029, -1.2054, -0.3842], [-0.4766, -1.4318, 1.6183], [-2.1551, 1.4962, 1.2531], [-3.3591, 0.6526, 0.4275], [2.5526, 0.2737, 0.8261], [1.9270, -1.7613, -0.5047], [0.1943, -1.8588, -1.0410], [1.3813, -1.0310, -2.0350], [1.4170, 1.6505, 0.9179], [2.3629, 1.3817, -0.5479]]}

***

{"formula": "C4H10BINO5P", "method": "wB97M-V/def2-TZVPD", "energy_ev": -34104.6691, "molar_mass_g_mol": 320.8, "homo_ha": -0.27688, "fmax_ev_per_a": 3.04, "charge": 0, "orbital_gap_ev": 7.332, "elements": ["O", "B", "O", "O", "N", "C", "P", "O", "O", "C", "C", "C", "H", "H", "H", "H", "H", "H", "H", "H", "H", "H", "I"], "coordinates": [[1.6779, -2.7210, 1.5166], [0.5285, -2.2289, 0.9607], [-0.1866, -2.9196, 0.0339], [0.0375, -0.9872, 1.4909], [0.3362, 0.0396, 0.6098], [-0.5387, 0.5929, -0.2088], [-2.2473, -0.2615, -0.2617], [-2.9477, -0.1187, 1.1711], [-3.1141, 0.6601, -1.2626], [0.2572, 1.6255, -1.0582], [1.6884, 1.0526, -0.8834], [1.6574, 0.6579, 0.5801], [2.3893, -2.8408, 0.8740], [-0.3679, -2.4650, -0.7988], [-2.4172, -0.5987, 1.8271], [-3.3304, 0.1042, -2.0245], [0.1976, 2.6631, -0.7911], [-0.0432, 1.4435, -2.0915], [1.8485, 0.2007, -1.5459], [2.4906, 1.7695, -1.0543], [2.4617, 0.0703, 1.0090], [1.5764, 1.5754, 1.1764], [-1.9541, 2.6860, 0.7313]]}